[1]
C4H9O2 | wB97M-V/def2-TZVPD

Structure (ORCA input):
```
! RIJCOSX wB97M-V def2-TZVPD def2/J DEFGRID3
* xyz -1 1
C -1.68514 -1.08539 0.33908
C -0.82881 0.14524 -0.05750
O -0.88110 0.39088 -1.37712
C 0.61588 -0.13925 0.43654
C 1.66284 0.84058 -0.08696
O 1.42692 1.26205 -1.42527
H -2.68359 -0.92270 -0.05771
H -1.71406 -1.21607 1.41861
H -1.24885 -1.93847 -0.17799
H -1.17871 0.99087 0.59601
H 0.86795 -1.12350 0.03586
H 0.78453 -0.21170 1.51715
H 1.62653 1.77731 0.47177
H 2.66755 0.40424 0.03730
H 0.56810 0.82592 -1.66976
*
```

Output
LUMO ... 0.165 hartree
HOMO-LUMO gap ... 0.276 Ha
SMILES string ... C[C@H]([O-])CCO
HOMO ... -3.03 eV
Strongest force on any atom ... 0.0327 hartree/bohr

Atomic charges from the Mulliken analysis, expressed in e, are listed below: number 1, C, carries -1.405; number 2, C, carries 0.731; number 3, O, carries -0.926; number 4, C, carries -1.002; number 5, C, carries -0.436; number 6, O, carries -0.602; number 7, H, carries 0.342; number 8, H, carries 0.322; number 9, H, carries 0.340; number 10, H, carries 0.102; number 11, H, carries 0.308; number 12, H, carries 0.352; number 13, H, carries 0.234; number 14, H, carries 0.261; number 15, H, carries 0.379



[2]
C17H27BCl33NO2 | wB97M-V/def2-TZVPD

Structure (ORCA input):
```
! RIJCOSX wB97M-V def2-TZVPD def2/J DEFGRID3
* xyz 0 1
C -3.50984 0.89007 -3.88043
C -3.41940 -0.61225 -3.58167
C -3.65045 -0.89153 -2.10767
O -2.41047 -1.19853 -1.49510
C -2.25515 -0.77795 -0.14174
B -0.87511 -0.02251 0.04148
O 0.01830 0.00862 -0.98033
N -0.50232 0.63539 1.25148
C 0.28273 1.85925 1.03120
C 0.45889 2.67859 2.29061
H -4.51089 1.21671 -3.64701
H -2.80183 1.42763 -3.26612
H -3.31677 1.04147 -4.93249
H -2.42283 -0.92544 -3.84258
H -4.15455 -1.12952 -4.18317
H -4.15617 -0.03998 -1.66930
H -4.30100 -1.76131 -2.01946
H -3.07918 -0.17012 0.22032
H -2.23039 -1.66331 0.49430
H -0.43270 -0.07082 -1.83343
H -1.30435 0.80537 1.84308
H 1.26513 1.56859 0.69504
H -0.12536 2.48066 0.24109
H 0.80121 3.66069 1.99966
H 1.22532 2.24947 2.92279
H -0.45379 2.79099 2.86153
C -0.02784 -2.57015 -2.94227
Cl 1.50137 -2.84075 -2.11009
Cl -0.00084 -1.03235 -3.80259
Cl -0.39858 -3.89824 -4.04797
H -0.81315 -2.51615 -2.19723
C -6.26983 3.21914 -1.53890
Cl -4.66740 2.81076 -0.91636
Cl -6.29480 4.86346 -2.17363
Cl -6.79991 2.06932 -2.77499
H -6.96872 3.16447 -0.71650
C 4.11036 2.19823 4.36527
Cl 4.66001 0.59828 4.87369
Cl 3.94604 2.26985 2.61414
Cl 2.58863 2.61098 5.15702
H 4.85546 2.92127 4.66821
C 5.67623 1.86120 -0.97455
Cl 4.00127 2.18383 -0.52129
Cl 6.52126 1.00814 0.31667
Cl 5.73987 0.93928 -2.47815
H 6.17324 2.80722 -1.13688
C -9.43382 5.23120 0.21731
Cl -7.83161 4.92498 0.88331
Cl -9.50105 6.83095 -0.51977
Cl -9.88459 3.98827 -0.96743
H -10.14923 5.19764 1.02678
C 2.00024 -6.66517 -3.19130
Cl 0.67702 -7.57138 -2.45386
Cl 3.33877 -6.47126 -2.06091
Cl 2.54071 -7.44774 -4.67840
H 1.63091 -5.68018 -3.44425
C -8.06266 0.18107 1.07354
Cl -8.66766 1.71326 0.42995
Cl -7.16927 -0.70115 -0.16465
Cl -7.05253 0.45571 2.49583
H -8.91090 -0.41882 1.37228
C 3.86320 -1.99275 1.36273
Cl 3.63710 -3.64679 1.94849
Cl 5.03809 -1.96934 0.04501
Cl 2.32536 -1.29547 0.85617
H 4.25254 -1.39416 2.17684
C 9.44599 3.00121 2.86224
Cl 8.04698 2.45782 3.79053
Cl 10.11667 1.67725 1.91111
Cl 9.01567 4.36087 1.82285
H 10.20196 3.33446 3.55907
C 0.93003 -2.93458 4.49677
Cl 0.09718 -3.66602 5.87235
Cl -0.12168 -1.84284 3.60396
Cl 2.38017 -2.07684 5.00621
H 1.23430 -3.72386 3.82254
C 6.92548 -4.02001 -1.05119
Cl 5.21593 -3.72314 -1.36156
Cl 7.19627 -4.39250 0.65168
Cl 7.52970 -5.31969 -2.08055
H 7.47308 -3.11906 -1.28934
*
```

Output
LUMO ... 0.008 hartree
HOMO-LUMO gap ... 0.320 Ha
HOMO ... -8.49 eV
Strongest force on any atom ... 0.1398 hartree/bohr

Atomic charges from the Mulliken analysis, expressed in e, are listed below: number 1, C, carries -0.841; number 2, C, carries -0.103; number 3, C, carries -0.062; number 4, O, carries -0.256; number 5, C, carries -0.583; number 6, B, carries 0.318; number 7, O, carries -0.584; number 8, N, carries -0.032; number 9, C, carries 0.254; number 10, C, carries -1.132; number 11, H, carries -0.071; number 12, H, carries 0.223; number 13, H, carries 0.442; number 14, H, carries -0.213; number 15, H, carries 0.461; number 16, H, carries 0.046; number 17, H, carries 0.217; number 18, H, carries 0.346; number 19, H, carries 0.335; number 20, H, carries 0.160; number 21, H, carries 0.166; number 22, H, carries -0.089; number 23, H, carries 0.203; number 24, H, carries 0.415; number 25, H, carries -0.060; number 26, H, carries 0.429; number 27, C, carries 0.573; number 28, Cl, carries 0.008; number 29, Cl, carries -0.209; number 30, Cl, carries -0.179; number 31, H, carries -0.152; number 32, C, carries 0.838; number 33, Cl, carries -0.058; number 34, Cl, carries -0.104; number 35, Cl, carries -0.129; number 36, H, carries -0.624; number 37, C, carries -0.132; number 38, Cl, carries -0.123; number 39, Cl, carries 0.059; number 40, Cl, carries -0.137; number 41, H, carries 0.335; number 42, C, carries -0.181; number 43, Cl, carries -0.070; number 44, Cl, carries -0.085; number 45, Cl, carries -0.116; number 46, H, carries 0.410; number 47, C, carries -0.006; number 48, Cl, carries -0.066; number 49, Cl, carries -0.110; number 50, Cl, carries -0.101; number 51, H, carries 0.364; number 52, C, carries 0.601; number 53, Cl, carries -0.133; number 54, Cl, carries -0.097; number 55, Cl, carries -0.142; number 56, H, carries -0.229; number 57, C, carries -0.163; number 58, Cl, carries -0.046; number 59, Cl, carries -0.073; number 60, Cl, carries -0.131; number 61, H, carries 0.386; number 62, C, carries -0.026; number 63, Cl, carries -0.157; number 64, Cl, carries 0.020; number 65, Cl, carries 0.184; number 66, H, carries 0.088; number 67, C, carries -0.051; number 68, Cl, carries -0.067; number 69, Cl, carries -0.108; number 70, Cl, carries -0.126; number 71, H, carries 0.358; number 72, C, carries 0.047; number 73, Cl, carries -0.149; number 74, Cl, carries -0.052; number 75, Cl, carries -0.066; number 76, H, carries 0.188; number 77, C, carries -0.067; number 78, Cl, carries -0.066; number 79, Cl, carries -0.106; number 80, Cl, carries -0.126; number 81, H, carries 0.315



[3]
C5H8O | wB97M-V/def2-TZVPD

Structure (ORCA input):
```
! RIJCOSX wB97M-V def2-TZVPD def2/J DEFGRID3
* xyz 0 1
C 0.57204 0.56919 2.38058
C 0.40122 0.26919 1.19522
C 0.35105 0.10151 -0.24412
C 0.78341 -1.37524 -0.54980
C -1.00344 0.47105 -0.88589
O -1.34237 1.83118 -0.58457
H 0.68725 0.62921 3.40658
H 1.04652 0.79730 -0.61659
H 0.24573 -1.96437 0.39781
H 1.94942 -1.48101 -0.58331
H 0.36737 -1.86748 -1.59548
H -1.04506 0.56399 -2.01608
H -1.82271 -0.35102 -0.67551
H -1.19041 1.80650 0.37116
*
```

Output
LUMO ... 0.034 hartree
HOMO-LUMO gap ... 0.404 Ha
SMILES string ... C#C[C@@H](C)CO
HOMO ... -10.08 eV
Strongest force on any atom ... 0.0904 hartree/bohr

Atomic charges from the Mulliken analysis, expressed in e, are listed below: number 1, C, carries -0.057; number 2, C, carries -0.939; number 3, C, carries 0.782; number 4, C, carries -1.040; number 5, C, carries -0.656; number 6, O, carries -0.483; number 7, H, carries 0.506; number 8, H, carries 0.194; number 9, H, carries 0.282; number 10, H, carries 0.280; number 11, H, carries 0.272; number 12, H, carries 0.283; number 13, H, carries 0.237; number 14, H, carries 0.340